# 1
Formula: C44H91N13O8
Source: the OMol25 dataset
Level of theory: wB97M-V/def2-TZVPD

Orbital gap (Eh): 0.3372
Net charge: 0

Geometry (Å):
1 C 2.41929 5.24103 -2.93117
2 C 2.88086 4.02608 -2.09429
3 C 1.72830 3.08469 -1.65512
4 C 1.02937 2.41155 -2.73958
5 N 0.50442 1.89599 -3.61984
6 H 3.21445 5.92069 -3.23760
7 H 1.78410 5.73409 -2.19528
8 H 2.03215 4.93323 -3.90250
9 H 3.35453 4.42714 -1.19824
10 H 3.64167 3.49757 -2.66870
11 H 1.00278 3.73736 -1.16959
12 H 2.07077 2.29800 -0.98286
13 C 6.81360 2.31789 -1.79763
14 C 5.92612 1.06152 -1.79402
15 C 5.27184 0.82333 -0.41524
16 C 6.13251 0.71629 0.74049
17 N 6.84243 0.69212 1.64887
18 H 6.26375 3.12271 -1.30974
19 H 6.96102 2.72661 -2.79729
20 H 7.78538 2.18673 -1.32167
21 H 6.38838 0.14242 -2.15412
22 H 5.08788 1.27139 -2.45841
23 H 4.74020 -0.12728 -0.45760
24 H 4.49046 1.55477 -0.20895
25 C -1.30307 -2.21205 3.37837
26 C -1.17896 -3.23270 4.55375
27 C -0.05476 -4.20484 4.39702
28 C -0.11964 -4.88787 3.10103
29 N -0.18349 -5.44147 2.08151
30 H -0.30993 -1.76286 3.38068
31 H -1.99930 -1.42301 3.66256
32 H -1.38788 -2.59537 2.36153
33 H -2.14517 -3.73078 4.63411
34 H -0.92568 -2.63642 5.43033
35 H -0.03708 -4.85341 5.27289
36 H 0.83554 -3.57681 4.42916
37 C -1.27896 5.44889 1.35793
38 C -2.80249 5.29807 1.15457
39 C -2.92480 4.06166 0.25068
40 C -2.31139 4.12161 -1.13863
41 N -1.92087 4.09606 -2.21375
42 H -0.67175 5.55056 0.45846
43 H -0.75678 4.70570 1.96051
44 H -1.03939 6.40154 1.83032
45 H -3.23727 6.15040 0.63246
46 H -3.24937 5.10425 2.12967
47 H -3.96301 3.80696 0.03775
48 H -2.58863 3.12860 0.70288
49 C -0.81418 0.52035 0.82690
50 C -1.23354 0.51961 -0.62597
51 C -0.46556 -0.52609 -1.43855
52 C 1.01490 -0.56117 -1.26360
53 N 2.17941 -0.50618 -1.15527
54 H -1.30998 -0.33326 1.28909
55 H -1.14904 1.42550 1.33353
56 H 0.26240 0.54569 0.99550
57 H -0.98903 1.48222 -1.07510
58 H -2.30793 0.43634 -0.78983
59 H -0.68678 -0.29916 -2.48146
60 H -0.70148 -1.56867 -1.22533
61 C -4.97676 2.73664 3.13178
62 O -3.75086 2.91902 3.11709
63 N -5.68799 2.00455 2.29937
64 C -5.09701 1.45787 1.06525
65 C -7.11857 1.75687 2.49501
66 H -5.60701 3.23220 3.88637
67 H -5.13437 0.36854 1.05666
68 H -4.03712 1.68742 0.95553
69 H -5.71855 1.82727 0.24957
70 H -7.30768 0.68369 2.52010
71 H -7.42638 2.31230 3.38092
72 H -7.64522 2.13188 1.61745
73 C 6.35096 -2.90206 -3.54079
74 O 6.35149 -2.10972 -4.50829
75 N 5.31269 -3.53088 -2.99257
76 C 5.61415 -4.52339 -2.02694
77 C 3.90665 -3.25938 -3.33481
78 H 7.30148 -3.12471 -3.03174
79 H 4.79476 -4.48391 -1.30920
80 H 6.59558 -4.53504 -1.55285
81 H 5.51019 -5.53161 -2.42794
82 H 3.48970 -2.79378 -2.44180
83 H 3.79543 -2.61714 -4.20846
84 H 3.44310 -4.23778 -3.46117
85 C -3.84309 -4.04430 1.75312
86 O -4.75272 -3.50224 2.40097
87 N -3.29101 -3.49259 0.61004
88 C -2.40255 -4.31571 -0.20717
89 C -3.72303 -2.22294 0.06363
90 H -3.30371 -4.95089 2.06832
91 H -2.25025 -5.23615 0.35646
92 H -1.48966 -3.72021 -0.21743
93 H -2.69421 -4.53282 -1.23474
94 H -4.68099 -1.82631 0.39990
95 H -2.97799 -1.43821 0.19491
96 H -3.86223 -2.43292 -0.99686
97 C -0.73938 0.34906 6.75603
98 O 0.19144 0.49534 7.51527
99 N -0.94576 1.09685 5.62853
100 C -2.23628 1.02365 4.94149
101 C -0.01495 2.15208 5.08629
102 H -1.56186 -0.34798 6.97933
103 H -2.82316 0.15637 5.24394
104 H -2.09838 0.95614 3.86236
105 H -2.78883 1.93462 5.17154
106 H -0.51515 3.12051 5.09229
107 H 0.78046 2.23274 5.82718
108 H 0.37134 1.98270 4.08121
109 C 2.72810 3.19055 2.50185
110 O 2.24751 3.24157 1.37730
111 N 3.05763 1.98923 3.05362
112 C 3.65498 1.91882 4.39553
113 C 2.90006 0.70786 2.47118
114 H 3.01592 4.01484 3.17261
115 H 3.98595 2.83853 4.87792
116 H 4.57739 1.33850 4.37395
117 H 3.16767 1.31920 5.16435
118 H 2.47971 0.01434 3.19950
119 H 2.09775 0.71041 1.73335
120 H 3.75346 0.15876 2.07332
121 C -4.36530 1.41623 -2.77944
122 O -4.78137 0.71556 -1.90934
123 N -4.78425 1.45723 -4.07753
124 C -4.24859 2.36938 -5.08485
125 C -5.95846 0.80399 -4.52336
126 H -3.49576 2.07399 -2.62627
127 H -3.73608 1.90593 -5.92785
128 H -3.49369 3.04474 -4.68220
129 H -5.06093 2.90601 -5.57498
130 H -6.58606 1.47637 -5.10827
131 H -5.72627 -0.10334 -5.08097
132 H -6.60122 0.48556 -3.70266
133 C -1.02654 -2.84323 -4.06466
134 O -2.27389 -3.01986 -4.09482
135 N -0.31415 -1.94808 -4.79003
136 C 1.14353 -1.90495 -4.91200
137 C -1.01964 -0.81894 -5.47451
138 H -0.32080 -3.53883 -3.58479
139 H 1.43285 -1.47405 -5.87050
140 H 1.57579 -2.90523 -4.93854
141 H 1.60691 -1.33129 -4.10933
142 H -2.03282 -0.66187 -5.10452
143 H -0.46576 0.10960 -5.33620
144 H -1.06335 -0.92058 -6.55888
145 C 1.44951 -5.21044 -1.03055
146 O 0.46638 -4.79024 -1.58236
147 N 2.06913 -4.54748 -0.05205
148 C 3.16547 -5.15299 0.74099
149 C 1.69452 -3.23072 0.39206
150 H 1.89116 -6.18527 -1.28914
151 H 3.94587 -4.39375 0.79235
152 H 3.55975 -6.06763 0.29819
153 H 2.84952 -5.44794 1.74162
154 H 2.53941 -2.56825 0.20394
155 H 0.75088 -2.84874 0.00252
156 H 1.63001 -3.34677 1.47394

# 2
Formula: C44H92BF3O42P5S3
Source: the OMol25 dataset
Level of theory: wB97M-V/def2-TZVPD

Orbital gap (Eh): 0.3672
Net charge: -1

Geometry (Å):
1 O -1.88169 1.38534 0.00724
2 C -1.06051 0.53661 0.25313
3 O 0.12501 0.84821 0.71883
4 B 0.99059 -0.33341 0.56852
5 O 0.14477 -1.38739 -0.07312
6 C -1.07321 -0.95523 -0.20396
7 O -2.05998 -1.50455 -0.61564
8 O 1.54762 -0.88165 1.79216
9 C 2.85543 -1.02902 1.72716
10 O 3.58265 -1.55644 2.51706
11 C 3.30015 -0.29046 0.44774
12 O 2.22833 0.02287 -0.22342
13 O 4.44172 -0.15235 0.09999
14 C 1.13078 7.18943 -3.75832
15 C 0.74754 5.87997 -4.35897
16 O 0.19305 5.03068 -3.36957
17 C 0.10863 3.70008 -3.59246
18 O 0.54841 3.14026 -4.54018
19 C -0.42089 2.99170 -2.33054
20 F -0.03008 3.62304 -1.21906
21 F -1.74792 2.97265 -2.34543
22 F 0.11332 1.77483 -2.25982
23 H 0.28004 7.86917 -3.66852
24 H 1.96884 7.78301 -4.11828
25 H 1.38908 7.03657 -2.70260
26 H 1.51620 5.27221 -4.84731
27 H 0.06456 6.12522 -5.18195
28 C -4.53369 -0.74720 1.84753
29 C -5.25251 -1.14457 0.53516
30 O -6.40656 -0.31318 0.52109
31 S -6.92945 -0.03437 2.05905
32 O -7.49050 -1.20320 2.67217
33 O -7.57553 1.23467 2.11158
34 O -5.41322 0.04718 2.60964
35 H -3.72450 -0.07570 1.55799
36 H -4.27654 -1.65725 2.38750
37 H -5.52433 -2.19944 0.47124
38 H -4.66700 -0.85677 -0.33500
39 C 2.11168 0.41035 5.17458
40 C 1.56033 -1.00369 4.94662
41 O 0.58156 -1.27451 5.95312
42 S 0.00240 0.03867 6.70999
43 O 0.23933 0.07542 8.11648
44 O -1.28766 0.40157 6.20559
45 O 1.06703 1.00155 5.91622
46 H 2.10442 1.01349 4.26693
47 H 3.08582 0.47022 5.66211
48 H 2.25557 -1.83595 4.98514
49 H 0.99976 -0.98449 4.01512
50 C 6.35515 -3.40115 4.05356
51 C 7.64672 -2.98055 4.78404
52 O 8.61899 -2.73887 3.80558
53 S 8.14393 -2.95685 2.25111
54 O 9.09426 -3.77540 1.58951
55 O 7.69947 -1.74778 1.59062
56 O 6.82244 -3.80159 2.77778
57 H 5.58455 -2.63138 3.97759
58 H 5.85780 -4.20047 4.60085
59 H 7.84692 -3.73087 5.54909
60 H 7.56015 -2.00797 5.27343
61 C -0.75709 4.05252 8.06474
62 C -2.12384 3.59842 7.55523
63 O -2.30331 3.68514 6.13351
64 P -3.20534 4.80745 5.46168
65 O -2.73955 6.17463 5.79799
66 O -3.13480 4.39962 3.90931
67 C -1.86116 4.32548 3.24579
68 C -1.37228 2.94778 2.81123
69 O -4.67859 4.33043 5.86285
70 C -5.78534 4.32896 4.96611
71 C -5.99163 2.89103 4.57052
72 H 0.08450 3.64453 7.50395
73 H -0.60481 5.13368 8.07471
74 H -0.63551 3.75857 9.10942
75 H -2.23768 2.52354 7.70208
76 H -2.95932 4.15064 7.98907
77 H -1.79543 5.02631 2.41434
78 H -1.11935 4.72190 3.94481
79 H -0.95840 2.35228 3.62960
80 H -2.23893 2.38622 2.45454
81 H -0.61198 2.88086 2.03643
82 H -6.69231 4.72998 5.42143
83 H -5.56726 4.97622 4.11225
84 H -6.90387 2.71892 3.99359
85 H -5.19252 2.36844 4.04907
86 H -6.19678 2.35322 5.50176
87 C 3.31011 2.56066 -2.46017
88 C 4.57804 3.03103 -3.19512
89 O 5.14901 1.80240 -3.68732
90 P 6.76383 1.74551 -3.77764
91 O 7.37128 0.50675 -4.26262
92 O 7.13567 3.06742 -4.64309
93 C 7.00144 2.94112 -6.05471
94 C 6.38488 4.25190 -6.61202
95 O 7.23712 2.20148 -2.31109
96 C 8.25573 1.48286 -1.58780
97 C 7.76078 0.10635 -1.16333
98 H 2.81335 3.33217 -1.86193
99 H 2.48611 2.33040 -3.14486
100 H 3.50109 1.66080 -1.88167
101 H 4.29001 3.65298 -4.04103
102 H 5.23367 3.44689 -2.43231
103 H 7.92440 2.66761 -6.56845
104 H 6.36861 2.09450 -6.33971
105 H 5.57740 4.60535 -5.96946
106 H 7.19349 4.97169 -6.69972
107 H 5.82236 4.07268 -7.52958
108 H 9.13981 1.35387 -2.22290
109 H 8.57430 2.20211 -0.83300
110 H 6.78231 0.25147 -0.70279
111 H 7.60211 -0.45122 -2.08463
112 H 8.44719 -0.50134 -0.57930
113 C -5.03333 3.15490 0.82595
114 C -4.82413 2.74093 -0.62669
115 O -5.95435 3.19200 -1.37294
116 P -5.84870 3.19899 -2.96162
117 O -6.93865 3.81606 -3.73974
118 O -5.56403 1.65653 -3.29193
119 C -5.20171 1.29281 -4.61864
120 C -3.80063 0.69350 -4.59808
121 O -4.44932 3.90700 -3.31510
122 C -4.37061 5.34228 -3.16980
123 C -3.25351 5.83552 -4.09145
124 H -5.01739 4.24251 0.93648
125 H -5.89442 2.78556 1.37753
126 H -4.16187 2.83732 1.40684
127 H -3.92784 3.25465 -0.96992
128 H -4.71912 1.65639 -0.60848
129 H -5.92051 0.52456 -4.92029
130 H -5.25706 2.09205 -5.35839
131 H -3.16091 1.58044 -4.54240
132 H -3.67375 0.06033 -3.72309
133 H -3.48053 0.19431 -5.51173
134 H -5.36059 5.73230 -3.39867
135 H -4.08199 5.71713 -2.18429
136 H -3.61832 6.72433 -4.60964
137 H -2.30432 5.98984 -3.58464
138 H -3.08793 5.11559 -4.89555
139 C 5.60190 -3.21484 -1.11497
140 C 5.01020 -4.26039 -0.15813
141 O 4.76135 -5.47937 -0.89349
142 P 3.70938 -6.51788 -0.25310
143 O 3.86814 -7.90740 -0.73230
144 O 3.98867 -6.34622 1.31552
145 C 2.96827 -6.34055 2.33648
146 C 2.10435 -5.08989 2.34375
147 O 2.32294 -5.81001 -0.54469
148 C 1.93215 -5.35458 -1.86898
149 C 1.14060 -4.10978 -1.51247
150 H 5.01375 -3.19276 -2.03276
151 H 5.54125 -2.24508 -0.62283
152 H 6.61617 -3.50144 -1.39922
153 H 5.58885 -4.39657 0.74717
154 H 4.01222 -3.81597 -0.06508
155 H 2.33882 -7.19423 2.07557
156 H 3.52486 -6.40784 3.26775
157 H 2.61314 -4.15193 2.13598
158 H 1.25267 -5.15054 1.65784
159 H 1.48215 -5.13538 3.24612
160 H 2.76804 -5.04671 -2.49475
161 H 1.37652 -6.20103 -2.26725
162 H 0.32010 -4.23222 -0.80942
163 H 1.86832 -3.45735 -1.01724
164 H 0.73924 -3.43947 -2.27534
165 C -4.28842 -8.35644 -2.49473
166 C -4.06797 -7.19080 -3.47078
167 O -4.57273 -5.94228 -2.98467
168 P -3.72679 -5.05108 -1.98579
169 O -2.30431 -4.94054 -2.39806
170 O -4.56443 -3.70080 -1.82089
171 C -4.51234 -2.55983 -2.63358
172 C -5.35099 -2.73870 -3.91847
173 O -3.89088 -5.78086 -0.55751
174 C -3.29076 -5.25007 0.58911
175 C -1.83504 -5.64946 0.87597
176 H -4.20433 -8.05635 -1.45394
177 H -5.22383 -8.84832 -2.74547
178 H -3.44972 -9.03625 -2.66250
179 H -3.04222 -7.02066 -3.80771
180 H -4.53053 -7.43829 -4.42861
181 H -5.01871 -1.71269 -2.17211
182 H -3.47778 -2.28022 -2.84025
183 H -6.38653 -2.61334 -3.59371
184 H -5.30284 -1.85993 -4.57151
185 H -5.06657 -3.59814 -4.51914
186 H -3.27562 -4.14648 0.60019
187 H -3.87070 -5.27925 1.51781
188 H -1.48134 -5.09410 1.74166
189 H -1.90545 -6.69933 1.18445
190 H -1.19849 -5.62967 -0.00314